A single C5H12N2O molecule, computed with ωB97M-V with the def2-TZVPD basis set.

Calculated values
Energy above the lowest of the compared OMol25 structures with the same formula, charge and spin = 2.134 eV
Energy = -382.4241 a.u.
LUMO energy = 0.87 eV
Gap between HOMO and LUMO = 0.3612 Eh
SMILES string = CCNCC(=O)NC

Each atom is followed by the atoms it is bonded to, with distances in Å.
Atoms and positions in Å:
1 C 0.50196 3.26081 -1.06199  C2 1.579, H9 1.196, H10 1.137, H11 1.080
2 C 0.17696 1.74201 -1.34616  C1 1.579, N3 1.504, H12 1.061, H13 1.107
3 N 0.70498 0.90549 -0.21296  C2 1.504, C4 1.471, H14 1.024
4 C 0.31806 -0.50692 -0.07568  N3 1.471, C5 1.442, H15 1.080, H16 1.183
5 C -0.61921 -0.78760 0.98317  C4 1.442, N6 1.392, O8 1.216
6 N -1.02851 -2.09177 1.24682  C5 1.392, C7 1.490, H17 1.035
7 C -0.18838 -3.28517 0.94518  N6 1.490, H18 1.104, H19 1.040, H20 1.137
8 O -1.21930 0.02521 1.66051  C5 1.216
9 H -0.37396 3.75693 -0.41585  C1 1.196
10 H 0.61846 3.91861 -1.98157  C1 1.137
11 H 1.34899 3.32304 -0.39451  C1 1.080
12 H -0.87168 1.75051 -1.50813  C2 1.061
13 H 0.85960 1.48765 -2.17969  C2 1.107
14 H 0.46618 1.37235 0.66676  N3 1.024
15 H 1.26107 -1.01821 0.05106  C4 1.080
16 H -0.15532 -0.90054 -1.08538  C4 1.183
17 H -1.78683 -2.14426 1.94976  N6 1.035
18 H -0.70695 -4.15102 1.39362  C7 1.104
19 H -0.13540 -3.45919 -0.07900  C7 1.040
20 H 0.82928 -3.19794 1.44405  C7 1.137